(1)
Density functional theory data (ωB97M-V/def2-TZVPD) for the molecule C5H7N at a distorted geometry.

The gap between HOMO and LUMO is 12.119 eV. The SMILES is N#CC1CCC1. Its relative energy (zero: lowest compared OMol25 entry of this formula, charge and spin) is 22.00 kcal/mol.

Geometry as XYZ:
```
13
Properties=species:S:1:pos:R:3:forces:R:3:nbo_charge:R:1
N 3.09221 -0.51925 0.62563 -1.1 0.1 -0.4 -0.33
C 2.02911 -0.40353 0.18089 0.9 -0.1 0.3 0.29
C 0.69904 -0.26901 -0.41297 0.1 -0.1 -0.1 -0.34
C -0.49658 -0.96679 0.29534 0.0 -0.2 0.1 -0.38
C -1.31658 0.33792 0.16134 -0.2 0.0 0.0 -0.40
C -0.03708 1.09323 -0.26999 0.1 0.2 0.0 -0.38
H 0.78212 -0.57484 -1.46053 -0.1 0.0 0.1 0.25
H -0.88709 -1.84458 -0.22572 0.1 0.1 0.1 0.21
H -0.27816 -1.23948 1.33124 0.0 0.1 -0.2 0.22
H -2.07481 0.28997 -0.62614 0.1 0.0 0.1 0.21
H -1.79378 0.69610 1.07737 0.1 -0.1 -0.2 0.21
H 0.38279 1.72559 0.51682 0.0 -0.2 -0.1 0.22
H -0.10121 1.67464 -1.19328 0.0 -0.1 0.2 0.21
```
Positions in Å, forces in eV/Å.



(2)
Density functional theory data (ωB97M-V/def2-TZVPD) for a structure of composition C28H40Cl4InN2O5SSb.

The gap between HOMO and LUMO is 5.208 eV. Its relative energy (zero: lowest compared OMol25 entry of this formula, charge and spin) is 2.14 kcal/mol. As for the charge: +2.

Geometry as XYZ:
```
82
Properties=species:S:1:pos:R:3:forces:R:3:nbo_charge:R:1
In 3.33778 2.02632 -2.85752 0.1 -0.3 -0.2 0.92
O 3.62489 4.31710 -0.99278 -0.6 -0.4 0.4 -0.75
Cl 2.75738 3.58629 -0.12307 0.6 0.2 0.4 2.50
O 2.45796 4.26806 1.10318 0.1 -0.4 -0.7 -0.78
O 3.28391 2.25022 0.12874 -0.4 0.6 -0.2 -0.84
O 1.44621 3.38537 -0.88846 -0.2 0.0 0.9 -0.90
C -2.50912 3.62111 1.97490 0.0 0.0 0.0 -0.66
C -1.34407 4.31906 1.26545 0.3 0.1 -0.4 -0.38
C -0.46756 5.06413 2.26827 -0.1 0.0 0.0 -0.64
C -1.82015 5.25896 0.16261 -0.1 0.1 0.2 -0.64
Sb -0.23440 2.60305 0.50749 0.1 0.0 -0.5 1.46
C 1.61955 1.35872 3.49880 0.2 0.1 0.2 0.64
C 0.34571 1.30420 4.20602 -0.2 0.0 0.0 -0.77
C 2.49929 2.51150 3.66592 0.0 0.1 -0.2 -0.77
C 2.09326 0.21163 2.73886 -0.1 -0.2 -0.1 -0.77
C -1.18338 2.01799 -1.37653 0.1 0.1 0.2 -0.38
C -1.11451 3.09813 -2.45693 -0.1 -0.2 0.0 -0.65
C -2.63528 1.65642 -1.05636 0.0 0.0 -0.1 -0.64
C -0.40934 0.77538 -1.81952 -0.2 0.0 0.0 -0.64
H -3.12571 4.38351 2.46177 0.0 0.0 0.0 0.26
H -2.16946 2.93233 2.75911 0.0 0.1 0.0 0.21
H -3.15579 3.06560 1.29240 0.0 0.1 0.1 0.23
H -1.05218 5.87926 2.70572 0.0 0.0 0.0 0.24
H 0.41966 5.49683 1.80699 -0.1 0.0 0.0 0.24
H -0.14487 4.41381 3.08871 0.0 0.0 0.0 0.18
H -2.30781 6.12589 0.62117 0.0 0.0 0.0 0.24
H -2.55272 4.78347 -0.48665 0.0 0.0 0.0 0.21
H -0.99390 5.63203 -0.44341 0.0 0.0 0.0 0.22
H -0.09350 2.28897 4.36071 0.0 0.0 0.1 0.27
H 0.58025 0.90972 5.21180 0.1 0.0 0.0 0.33
H -0.36165 0.61029 3.75417 0.0 0.0 0.0 0.27
H 1.94422 3.44968 3.71125 0.0 0.0 0.0 0.28
H 3.28373 2.56027 2.91386 0.0 0.0 0.1 0.28
H 2.97704 2.39700 4.65516 -0.1 -0.1 0.0 0.32
H 1.32125 -0.53208 2.55106 0.0 0.0 0.0 0.26
H 2.90417 -0.24970 3.32860 0.0 0.1 0.0 0.32
H 2.57257 0.55720 1.81868 0.1 0.0 0.0 0.29
H -1.71204 3.97237 -2.21602 0.0 0.0 0.0 0.23
H -1.52286 2.67216 -3.38022 0.0 0.0 0.0 0.23
H -0.09672 3.42197 -2.66363 0.0 0.0 0.0 0.22
H -3.22224 2.52306 -0.75115 0.0 0.0 -0.1 0.22
H -2.71143 0.88396 -0.28475 0.0 0.1 0.0 0.21
H -3.09840 1.25518 -1.96505 0.0 0.0 0.1 0.24
H 0.64871 0.98723 -1.98823 0.0 0.0 0.0 0.19
H -0.83367 0.40741 -2.76046 0.0 0.0 0.0 0.23
H -0.48986 -0.03630 -1.09233 0.1 0.1 -0.1 0.22
Cl -4.26982 -1.50580 -2.53701 0.0 0.0 0.0 0.05
C -2.78502 -1.96650 -1.78771 0.0 0.0 0.0 -0.03
C -1.80718 -2.61247 -2.52515 0.1 0.0 -0.1 -0.17
C -0.62858 -2.98795 -1.90215 0.0 0.0 -0.1 -0.21
C -0.38821 -2.71637 -0.55971 -0.1 0.0 0.1 -0.02
C 0.85071 -3.17430 0.18222 0.0 -0.1 0.1 0.07
C 2.04333 -3.55934 -0.68644 0.0 0.1 -0.1 -0.24
N 2.47053 -2.44624 -1.53881 0.0 -0.1 0.0 -0.32
C 2.91791 -2.52961 -2.83700 0.0 0.0 0.1 -0.06
C 3.23673 -1.26010 -3.20856 -0.1 0.0 0.1 -0.10
N 2.97953 -0.39623 -2.15870 0.2 0.0 -0.5 -0.63
C 2.52349 -1.15207 -1.18389 0.0 0.1 0.1 0.22
O 0.59386 -4.17524 1.14072 -0.1 0.0 0.0 -0.52
C 0.35196 -5.52459 0.70908 0.0 0.0 0.0 -0.09
C -0.76442 -5.72319 -0.27041 0.3 -0.1 -0.1 -0.17
C -2.07765 -5.48244 -0.01144 -0.1 0.0 0.1 -0.24
Cl -2.72720 -4.88424 1.45840 0.0 0.0 0.0 0.06
S -3.09503 -5.86079 -1.33027 -0.2 0.0 0.0 0.52
C -1.76371 -6.37710 -2.26645 0.0 0.0 -0.1 -0.41
C -0.59321 -6.24957 -1.58844 0.1 0.0 0.1 -0.25
C -1.37995 -2.02389 0.13344 0.0 -0.1 -0.1 -0.02
Cl -1.13200 -1.53223 1.79554 -0.1 0.0 0.0 -0.01
C -2.58110 -1.66940 -0.45213 -0.1 0.0 0.1 -0.28
H -1.97215 -2.83186 -3.57148 0.0 0.0 0.0 0.24
H 0.10568 -3.52784 -2.48664 0.0 0.0 0.0 0.22
H 1.16331 -2.33636 0.80852 0.1 0.1 0.0 0.19
H 1.82528 -4.40976 -1.32986 0.0 0.0 -0.1 0.23
H 2.85195 -3.84638 -0.01620 0.1 0.0 0.0 0.24
H 2.96658 -3.46550 -3.36868 0.0 0.0 0.0 0.25
H 3.63161 -0.91999 -4.15341 0.0 0.0 0.0 0.23
H 2.20834 -0.78668 -0.22171 0.0 0.0 0.0 0.20
H 0.12798 -6.04210 1.63922 0.0 0.0 0.0 0.23
H 1.26722 -5.95999 0.30007 0.0 0.0 0.0 0.18
H -1.92064 -6.76779 -3.26075 0.0 0.0 0.1 0.26
H 0.36589 -6.54447 -1.99883 -0.1 0.0 0.1 0.23
H -3.35096 -1.17640 0.12630 0.0 -0.1 0.0 0.25
```
Positions in Å, forces in eV/Å.



(3)
Density functional theory data (ωB97M-V/def2-TZVPD) for a structure of composition C27H22BIrN5O2S2 at a distorted geometry.

The gap between HOMO and LUMO (alpha / beta) is 6.169 / 6.168 eV. Its relative energy (zero: lowest compared OMol25 entry of this formula, charge and spin) is 13.18 kcal/mol. As for the charge: +1.

Geometry as XYZ:
```
60
Properties=species:S:1:pos:R:3:forces:R:3:nbo_charge:R:1
Ir -0.58188 0.16241 -0.13166 -2.9 -1.5 -2.2 0.65
C 1.03176 -3.76745 -1.72476 0.2 0.0 0.2 -0.69
C 0.81508 -2.42522 -1.09662 -1.2 -0.5 -0.7 0.25
N -0.35448 -1.86587 -1.09691 1.5 0.3 0.7 -0.22
N -1.40050 -2.57814 -1.56292 -0.3 -0.5 -0.2 -0.42
C -2.57095 -1.97959 -1.85988 -0.3 0.8 0.1 0.29
N -3.56969 -2.76918 -2.27185 0.3 -0.1 -0.1 -0.75
S -2.76973 -0.31582 -1.69982 1.0 0.2 1.0 0.03
C 1.85794 -1.66021 -0.46469 1.1 0.7 0.6 0.13
C 3.16872 -2.11714 -0.29596 -0.6 -0.2 -0.3 -0.20
C 4.09895 -1.32593 0.33985 0.1 0.4 0.2 -0.14
C 3.71934 -0.07023 0.79768 0.1 -0.4 -0.1 -0.21
C 2.40778 0.32032 0.61447 0.1 0.3 0.2 0.10
N 1.50097 -0.44860 0.01741 -0.4 0.8 0.2 -0.43
H 0.52227 -3.81518 -2.68829 0.0 0.0 0.0 0.24
H 0.65347 -4.57277 -1.08701 0.0 0.0 0.0 0.24
H 2.08576 -3.95442 -1.90060 0.0 -0.1 0.0 0.25
H -1.31905 -3.58304 -1.63226 0.1 0.0 0.0 0.40
H -3.41062 -3.73202 -2.52039 -0.1 0.0 0.0 0.40
H -4.43197 -2.34169 -2.56324 0.0 0.0 0.0 0.44
H 3.44459 -3.10088 -0.64592 0.0 0.0 0.0 0.23
H 5.11065 -1.67742 0.48828 0.0 0.0 0.0 0.24
H 4.41950 0.58434 1.29468 0.0 0.0 0.0 0.25
H 2.05771 1.28077 0.96619 0.0 0.0 -0.1 0.24
S -1.26441 -0.00626 4.46849 0.1 -0.1 -0.1 0.44
C -0.31353 -1.43417 4.20087 0.0 0.1 -0.2 -0.23
C 0.22560 -2.29683 5.14577 0.0 0.0 0.1 -0.19
C 0.93617 -3.39435 4.70146 0.0 0.0 0.0 -0.21
C 1.08264 -3.63592 3.33492 0.0 0.0 -0.1 -0.22
C 0.54463 -2.77783 2.39627 0.0 0.1 0.0 -0.17
C -0.13835 -1.63870 2.82154 0.0 -0.1 0.4 0.10
N -0.73182 -0.66610 2.03103 -0.1 -0.1 -0.4 -0.55
C -1.35967 0.22822 2.75173 0.0 0.0 0.1 0.12
C -2.10385 1.28977 2.12166 -0.2 0.2 -0.1 -0.11
C -2.98175 2.09293 2.85342 -0.1 -0.1 0.0 -0.18
C -3.76233 3.02738 2.20786 0.0 0.1 0.1 -0.23
C -3.68169 3.13900 0.82515 0.0 -0.3 -0.1 -0.17
C -2.80760 2.34598 0.09780 -0.1 0.1 -0.1 -0.25
C -1.96972 1.42306 0.72310 1.5 0.4 0.7 -0.15
H 0.08563 -2.11474 6.20291 0.0 0.0 0.0 0.23
H 1.37349 -4.07973 5.41435 0.0 0.0 0.0 0.23
H 1.62159 -4.51405 3.00349 0.0 0.0 0.0 0.22
H 0.63632 -2.99012 1.34422 0.0 0.0 -0.1 0.19
H -3.06036 1.96294 3.92684 0.0 0.0 0.0 0.21
H -4.45064 3.64626 2.76722 0.0 0.0 0.0 0.22
H -4.31387 3.84279 0.29929 0.0 0.0 0.0 0.22
H -2.79123 2.45218 -0.97595 0.1 0.1 0.0 0.23
O 1.27121 1.80301 -1.89279 0.4 -0.1 0.0 -0.71
B -0.03651 1.71802 -1.39633 0.0 -0.9 0.4 0.86
O -0.77799 2.78156 -1.89169 -0.3 0.1 -0.1 -0.68
C 0.06071 3.51733 -2.69217 0.5 -0.1 -0.1 0.21
C -0.19858 4.66857 -3.40316 -0.1 -0.2 0.1 -0.23
C 0.85740 5.19680 -4.13811 0.1 0.0 -0.1 -0.21
C 2.10977 4.59106 -4.14858 0.0 0.1 -0.1 -0.21
C 2.36548 3.43320 -3.42214 0.0 -0.2 0.2 -0.27
C 1.31525 2.91513 -2.69475 -0.3 0.4 -0.1 0.28
H -1.17388 5.13511 -3.38475 0.0 0.0 0.0 0.23
H 0.70368 6.09805 -4.71583 0.0 0.0 0.0 0.22
H 2.90343 5.03126 -4.73719 0.0 0.0 0.0 0.22
H 3.33914 2.96217 -3.42172 0.0 0.0 0.0 0.22
```
Positions in Å, forces in eV/Å.



(4)
Density functional theory data (ωB97M-V/def2-TZVPD) for a structure of composition C18H22ClN4SbSe5Tc.

The gap between HOMO and LUMO (alpha / beta) is 5.400 / 5.401 eV. Its relative energy (zero: lowest compared OMol25 entry of this formula, charge and spin) is 4.99 kcal/mol. As for the charge: +1.

Geometry as XYZ:
```
52
Properties=species:S:1:pos:R:3:forces:R:3:nbo_charge:R:1
Tc -0.15100 1.00253 -0.53209 0.5 -0.5 0.1 0.43
C 1.49231 1.77632 2.17193 0.0 -0.1 0.1 -0.42
N 0.87585 0.55557 1.59593 -0.1 0.1 -0.2 -0.43
C 0.02919 -0.02781 2.66269 0.0 0.0 0.0 -0.40
C 1.87891 -0.43828 1.20884 0.0 0.0 0.2 0.10
C 2.98181 -0.71009 1.99825 0.1 0.0 0.0 -0.20
C 3.91449 -1.64401 1.58346 0.0 0.0 0.0 -0.18
C 3.74736 -2.27913 0.36294 0.0 0.0 0.0 -0.17
C 2.62523 -2.03675 -0.41288 0.1 0.0 0.0 -0.23
C 1.65719 -1.14071 0.03101 -0.2 0.0 -0.1 0.18
N 0.46397 -0.80577 -0.67818 0.1 -0.1 -0.2 -0.47
C -0.37994 -1.76386 -1.30783 0.2 0.1 0.2 0.19
C 0.03816 -2.85173 -2.06375 0.0 -0.1 -0.1 -0.22
C -0.90201 -3.67145 -2.67314 0.0 0.0 0.0 -0.18
C -2.25779 -3.42849 -2.52749 0.0 0.0 0.0 -0.18
C -2.67612 -2.33407 -1.78486 0.0 0.0 0.0 -0.22
C -1.73806 -1.49840 -1.21216 -0.2 0.0 0.1 0.09
N -2.10686 -0.32933 -0.41735 0.0 0.2 -0.3 -0.45
C -2.49989 -0.82675 0.92147 -0.1 0.1 0.0 -0.40
C -3.27284 0.37689 -1.00732 0.0 -0.1 0.0 -0.42
H 1.98315 1.54779 3.11926 0.0 0.0 0.0 0.20
H 0.70625 2.49832 2.37059 0.0 0.0 0.0 0.22
H 2.21640 2.20892 1.49545 0.0 0.0 0.0 0.24
H 0.60357 -0.08889 3.59017 0.0 0.0 0.0 0.21
H -0.27265 -1.03143 2.39032 0.0 0.0 0.0 0.21
H -0.84209 0.60400 2.83269 0.0 0.0 0.0 0.21
H 3.13757 -0.17734 2.92570 0.0 0.0 0.0 0.23
H 4.77776 -1.85490 2.19857 0.0 0.0 0.0 0.23
H 4.50161 -2.96171 -0.00402 0.0 0.0 0.0 0.23
H 2.55495 -2.50396 -1.37814 0.0 0.0 0.0 0.22
H 1.07953 -3.05418 -2.23127 0.0 0.0 0.0 0.22
H -0.55959 -4.50299 -3.27402 0.0 0.0 0.0 0.23
H -2.98691 -4.07690 -2.99306 0.0 0.0 0.0 0.23
H -3.73298 -2.13351 -1.67091 0.0 0.0 0.0 0.23
H -3.43759 -1.38155 0.84161 0.0 0.0 0.0 0.21
H -2.63680 0.00877 1.60606 0.0 0.0 0.0 0.21
H -1.73858 -1.50010 1.29477 0.0 0.0 0.0 0.21
H -4.19259 -0.18100 -0.82409 0.0 0.0 0.0 0.20
H -3.13365 0.48031 -2.07938 0.0 0.0 0.0 0.23
H -3.37234 1.35705 -0.54878 0.0 0.0 0.0 0.22
Se -2.18167 6.26597 0.15920 -0.1 0.1 0.0 -0.25
Sb -0.82308 7.23160 2.15966 0.0 -0.1 0.0 0.83
Se -0.80464 4.63765 -0.69728 0.0 0.0 -0.1 0.12
Se -1.23808 2.77971 0.60206 0.1 0.0 0.3 0.18
Se 0.61450 5.51122 2.74018 0.0 0.0 -0.1 -0.48
Se 1.90095 2.02836 -1.40562 -0.3 0.0 -0.2 0.23
C 3.41548 1.64595 -0.42509 -0.1 0.0 0.1 -0.01
N 4.40254 1.38949 0.11171 0.0 0.1 0.0 -0.31
Cl -0.67070 0.52588 -3.46210 0.0 0.1 0.1 0.01
C -0.85845 1.89212 -2.32211 0.1 0.1 0.0 -0.56
H -1.89480 2.21180 -2.33666 0.0 0.0 0.0 0.21
H -0.23705 2.69890 -2.70496 -0.1 0.0 -0.1 0.22
```
Positions in Å, forces in eV/Å.



(5)
Density functional theory data (ωB97M-V/def2-TZVPD) for a structure of composition C10H19AgBr3FO3 at a distorted geometry.

The gap between HOMO and LUMO (alpha / beta) is 4.785 / 3.982 eV. Its expectation value of S² is 0.75. As for the multiplicity: 2. As for the charge: +1.

Geometry as XYZ:
```
37
Properties=species:S:1:pos:R:3:forces:R:3:mulliken_spin:R:1
Ag -1.89561 -0.22835 -1.87511 0.2 0.0 0.0 0.00
F 0.03017 -0.43703 1.17886 0.0 0.0 -0.1 1.00
C -6.78160 -1.52930 3.96787 0.4 0.5 0.3 0.00
C -5.42322 -0.87611 3.70526 -0.9 0.5 -0.3 0.00
O -5.10983 -0.75133 2.54503 0.8 0.1 -0.4 0.00
C -4.53645 -0.34369 4.82522 0.2 -0.4 -0.2 0.00
H -6.54797 -2.58820 4.07854 -0.4 -0.1 0.4 0.00
H -7.46372 -1.40600 3.12668 0.4 0.0 -0.2 0.00
H -7.29697 -1.08711 4.82049 0.2 -0.4 0.4 0.00
H -5.02920 0.44767 5.39005 -0.1 -0.1 0.0 0.00
H -3.60472 0.03688 4.40673 -0.2 0.1 -0.2 0.00
H -4.23792 -1.12975 5.51883 -0.3 -0.1 0.1 0.00
C 0.91083 6.58458 -2.96061 -1.7 -1.4 -0.1 0.00
C 1.57066 5.32330 -2.38760 -0.1 -1.0 0.2 0.00
O 1.08787 4.18984 -2.32966 -0.1 1.9 -0.5 0.00
C 2.93356 5.55124 -1.84138 0.7 -0.4 0.9 0.00
H -0.08773 6.29992 -3.29221 -0.1 -0.3 -0.3 0.00
H 1.38624 7.01204 -3.84342 0.5 0.1 0.5 0.00
H 0.65152 7.29489 -2.17555 0.8 0.3 0.0 0.00
H 3.62325 5.75885 -2.65950 0.1 0.3 0.1 0.00
H 3.29909 4.69845 -1.26934 -0.1 -0.4 -0.5 0.00
H 2.94198 6.32421 -1.07291 0.0 0.6 -0.5 0.00
C 4.06234 -3.04523 -4.84520 -0.6 -0.5 0.1 0.00
C 3.46294 -2.01740 -3.91636 -0.9 0.7 0.7 0.00
O 2.25456 -1.75572 -3.88244 2.0 -0.4 0.0 0.00
C 4.47209 -1.29800 -2.98663 -0.1 0.0 0.1 0.00
H 4.52409 -2.53266 -5.68910 0.2 0.0 0.1 0.00
H 3.31228 -3.73683 -5.22886 -0.2 0.3 -0.1 0.00
H 4.77809 -3.68545 -4.32953 0.3 0.4 0.0 0.00
H 4.58677 -0.23334 -3.19022 -0.3 0.0 -0.4 0.00
H 5.48378 -1.70344 -3.00135 -0.1 -0.3 -0.3 0.00
H 4.15916 -1.32061 -1.94276 -0.4 -0.2 0.0 0.00
C -0.35941 -5.50301 4.12554 0.5 0.1 0.8 0.00
Br -1.98824 -6.57714 4.51097 1.3 0.8 -0.4 0.00
Br 1.12886 -6.55199 3.33337 -1.0 0.5 0.6 0.00
Br 0.26399 -4.48464 5.76918 -0.5 -0.9 -1.2 0.00
H -0.56151 -4.69967 3.41709 -0.3 -0.5 0.2 0.00
```
Positions in Å, forces in eV/Å.



(6)
Density functional theory data (ωB97M-V/def2-TZVPD) for a cluster of 2 separate species, C4H5N3O in total at a distorted geometry.

The gap between HOMO and LUMO is 9.520 eV. The SMILES is C#[N+][O-].N#C/C=C/N. Its relative energy (zero: lowest compared OMol25 entry of this formula, charge and spin) is 124.51 kcal/mol.

Geometry as XYZ:
```
13
Properties=species:S:1:pos:R:3:forces:R:3:nbo_charge:R:1
C 1.47602 -1.11258 0.12236 1.0 -2.5 -0.3 0.26
C 1.85063 1.67507 0.27467 -1.9 0.5 0.6 -0.04
C 0.11049 -0.93515 0.42705 -1.1 0.0 1.1 -0.48
C -0.79701 -0.68146 -0.53176 -1.2 0.8 -0.9 0.11
N 2.51947 -1.56578 -0.12434 -0.8 1.2 0.2 -0.34
N 0.68333 1.61470 0.26632 -0.2 2.0 0.7 0.19
N -2.06466 -0.15741 -0.29170 0.9 -0.7 1.0 -0.78
O -0.48140 1.84109 0.40865 0.1 0.1 0.1 -0.39
H 2.59403 1.21555 -0.23292 2.4 -1.1 -1.1 0.24
H -0.22923 -0.97243 1.49452 0.6 0.2 -1.1 0.24
H -0.51056 -0.69502 -1.60561 -0.2 -0.2 0.8 0.21
H -2.29562 0.08402 0.67927 0.2 -0.3 -0.9 0.39
H -2.85548 -0.31060 -0.88652 0.2 -0.2 -0.3 0.40
```
Positions in Å, forces in eV/Å.